Record 1
{
  "formula": "C4H8O2",
  "method": "ωB97M-V/def2-TZVPD",
  "de_lowest_kj_mol": 188.03,
  "lumo_energy_ev": 0.82,
  "species": ["C", "C", "O", "C", "C", "O", "H", "H", "H", "H", "H", "H", "H", "H"],
  "positions_angstrom": [[0.803, 0.103, -1.180], [-0.041, -0.512, -0.085], [-0.560, -1.768, -0.432], [0.380, -0.272, 1.335], [-0.854, 0.393, 0.799], [-0.782, 1.779, 0.622], [1.832, -0.269, -1.148], [0.806, 1.185, -1.060], [0.401, -0.113, -2.181], [-0.251, -1.866, -1.336], [0.256, -1.057, 2.076], [1.257, 0.357, 1.461], [-1.809, 0.019, 1.173], [-1.438, 2.020, -0.045]],
  "forces_ev_per_a": [[0.034, 0.104, 0.019], [0.234, 0.395, -0.015], [0.072, 0.005, -0.071], [0.120, -0.013, 0.112], [-0.051, -0.257, 0.049], [-0.239, 0.135, -0.086], [-0.121, 0.048, 0.021], [0.190, 0.004, -0.044], [-0.080, 0.032, 0.237], [-0.301, -0.544, -0.037], [-0.023, 0.084, -0.203], [-0.124, -0.039, 0.058], [0.173, -0.005, -0.148], [0.116, 0.051, 0.109]],
  "lowdin_charge": [-0.010, -0.512, 0.019, -0.012, -0.296, -0.017, 0.092, 0.081, 0.088, 0.080, 0.114, 0.118, 0.152, 0.103]
}

---

Record 2
{
  "formula": "C12H18NOP",
  "method": "ωB97M-V/def2-TZVPD",
  "de_lowest_kj_mol": 316.76,
  "lumo_energy_ev": [0.17, -0.82],
  "species": ["C", "C", "C", "C", "C", "C", "C", "C", "C", "C", "C", "C", "N", "O", "P", "H", "H", "H", "H", "H", "H", "H", "H", "H", "H", "H", "H", "H", "H", "H", "H", "H", "H"],
  "positions_angstrom": [[-5.197, -0.366, 2.892], [-4.176, 0.558, 2.917], [-5.427, -1.126, 1.778], [-3.295, 0.678, 1.870], [-4.557, -1.040, 0.694], [-3.594, -0.115, 0.803], [3.736, 0.864, -1.259], [3.558, -0.591, -1.187], [2.751, 1.654, -0.393], [2.101, -1.114, -1.211], [1.339, 1.359, -0.872], [1.042, -0.160, -0.593], [-0.620, -2.462, -1.368], [-0.821, -0.437, -2.688], [-0.635, -0.905, -1.169], [-5.837, -0.765, 3.735], [-3.915, 1.132, 3.725], [-6.199, -1.863, 1.898], [-2.622, 1.510, 1.835], [-4.716, -1.463, -0.231], [4.830, 1.017, -1.027], [3.689, 1.139, -2.303], [4.012, -1.168, -2.027], [3.970, -1.006, -0.202], [3.044, 1.536, 0.610], [2.888, 2.729, -0.683], [1.737, -1.382, -2.208], [1.847, -1.999, -0.758], [0.538, 2.057, -0.449], [1.498, 1.449, -2.019], [1.016, -0.185, 0.499], [-0.671, -3.070, -0.632], [-0.740, -1.210, -3.229]],
  "forces_ev_per_a": [[-1.181, -1.336, 1.406], [0.088, -0.879, -0.292], [0.370, -0.649, -0.049], [-0.842, 0.296, -0.932], [-0.772, 0.864, 0.888], [1.653, 0.570, -0.586], [1.742, 0.631, -0.206], [-0.726, -3.879, 1.346], [0.689, 1.776, -2.480], [-1.011, 2.629, -1.062], [-0.594, -1.078, -1.341], [-0.227, 1.045, -0.297], [0.049, 1.642, -1.670], [0.192, 1.874, 0.052], [0.145, -0.013, 0.479], [0.943, 1.561, -0.462], [-0.030, 1.299, 2.250], [-0.278, -0.257, -0.640], [0.666, -0.002, 0.048], [-0.413, -1.494, -1.721], [-1.099, 0.409, 0.181], [-0.431, 0.504, -0.393], [0.344, 0.691, 0.724], [-0.144, 0.594, -1.271], [-0.325, -0.237, 1.602], [0.202, -0.661, 0.645], [0.407, 0.651, -0.453], [0.642, -2.463, 1.574], [1.129, -0.964, -0.760], [-1.086, 0.270, 1.690], [-0.021, -0.602, 0.108], [-0.028, -1.845, 2.342], [-0.054, -0.948, -0.717]],
  "lowdin_charge": [-0.105, -0.102, -0.101, -0.109, -0.105, 0.008, -0.250, -0.212, -0.216, -0.223, -0.203, -0.382, -0.183, -0.257, 0.767, 0.126, 0.076, 0.100, 0.095, 0.077, 0.129, 0.106, 0.122, 0.134, 0.095, 0.123, 0.095, 0.058, 0.128, 0.139, 0.099, -0.065, 0.035]
}

---

Record 3
{
  "formula": "C3H7NOP2",
  "method": "ωB97M-V/def2-TZVPD",
  "de_lowest_kj_mol": 251.31,
  "lumo_energy_ev": 0.03,
  "species": ["C", "C", "C", "N", "O", "P", "P", "H", "H", "H", "H", "H", "H", "H"],
  "positions_angstrom": [[0.280, -0.112, -1.751], [-0.789, -0.991, -1.292], [-1.547, -0.801, -0.033], [0.812, 0.701, 1.182], [0.593, -1.337, -1.045], [0.356, -0.788, 1.232], [1.790, 1.384, 2.347], [0.630, -0.002, -2.816], [0.492, 0.633, -1.134], [-1.244, -1.636, -1.963], [-2.151, -1.648, 0.307], [-2.007, 0.121, 0.124], [2.094, 2.571, 1.628], [0.692, 1.905, 3.211]],
  "forces_ev_per_a": [[-0.334, -2.655, -2.672], [-0.072, 0.409, 0.930], [3.038, -0.921, 1.702], [-1.406, -1.150, -0.793], [0.487, -0.433, -0.593], [-1.981, 0.274, -1.285], [0.300, 0.647, 1.439], [-0.542, -0.518, 1.239], [0.814, 3.725, 2.236], [-0.563, -1.173, -1.600], [0.152, 0.147, -0.305], [-0.753, 1.445, 0.159], [-0.213, 0.208, 0.379], [1.073, -0.005, -0.836]],
  "lowdin_charge": [-0.088, -0.382, -0.163, -0.762, -0.202, 0.923, 0.561, 0.143, 0.023, 0.110, 0.056, 0.031, -0.145, -0.105]
}

---

Record 4
{
  "formula": "C5H10N2O",
  "method": "ωB97M-V/def2-TZVPD",
  "de_lowest_kj_mol": 709.24,
  "lumo_energy_ev": 0.64,
  "species": ["C", "C", "C", "C", "C", "H", "H", "H", "H", "H", "H", "H", "H", "H", "H", "N", "N", "O"],
  "positions_angstrom": [[2.212, 0.252, -0.160], [0.894, 0.820, -0.017], [-1.226, -1.371, 0.015], [-2.164, -0.413, -0.415], [-2.186, 0.914, -0.360], [1.904, -1.926, 0.043], [2.686, 0.123, 0.958], [3.072, 0.883, -0.599], [0.325, 0.836, -1.001], [1.255, 1.915, 0.169], [0.764, 0.141, 1.759], [-1.552, -2.379, -0.041], [-3.261, -0.913, -0.759], [-1.108, 1.728, -0.267], [-3.329, 1.386, -0.303], [0.096, 0.174, 1.048], [-0.270, -1.128, 0.785], [1.890, -1.040, -0.853]],
  "forces_ev_per_a": [[2.726, -2.930, 1.378], [-0.770, 3.508, -1.244], [-0.492, 0.235, -0.185], [-4.279, -0.401, -1.903], [-0.008, 4.179, 0.610], [-0.171, 4.279, -4.304], [-1.135, -0.194, -2.418], [-1.729, -1.064, -0.302], [0.917, -0.201, 1.209], [-1.889, -1.101, 0.499], [0.752, -0.420, 1.798], [0.162, -0.963, -0.246], [3.039, 1.289, 1.226], [-4.331, -2.746, -0.115], [3.469, -0.813, -0.601], [-0.193, 1.226, -1.738], [1.844, -0.826, 1.578], [2.088, -3.058, 4.757]],
  "lowdin_charge": [-0.292, -0.308, -0.229, -0.240, -0.044, 0.253, 0.149, 0.129, 0.119, 0.146, 0.075, 0.096, 0.154, 0.136, 0.105, -0.044, 0.003, -0.208]
}

---

Record 5
{
  "formula": "C15H15ClN4O3",
  "method": "ωB97M-V/def2-TZVPD",
  "lumo_energy_ev": 0.06,
  "species": ["C", "C", "C", "H", "H", "C", "C", "C", "C", "O", "O", "C", "C", "C", "C", "C", "C", "H", "Cl", "O", "C", "C", "N", "N", "N", "N", "H", "H", "H", "H", "H", "H", "H", "H", "H", "H", "H", "H"],
  "positions_angstrom": [[2.913, 1.131, -5.858], [2.373, 1.470, -4.474], [1.799, 0.237, -3.777], [2.584, -0.517, -3.687], [0.997, -0.177, -4.392], [1.259, 0.587, -2.394], [0.667, -0.554, -1.622], [0.608, -1.821, -2.091], [0.034, -2.918, -1.341], [-0.041, -4.060, -1.721], [-0.466, -2.622, -0.096], [-0.425, -1.372, 0.404], [-0.966, -1.200, 1.678], [-0.972, 0.048, 2.275], [-0.416, 1.132, 1.563], [0.118, 0.964, 0.310], [0.127, -0.295, -0.305], [0.532, 1.821, -0.195], [-0.422, 2.685, 2.307], [-1.470, 0.330, 3.494], [-2.054, -0.716, 4.248], [-2.543, -0.124, 5.520], [-3.635, 0.615, 5.645], [-3.626, 0.912, 6.925], [-2.605, 0.393, 7.566], [-1.916, -0.257, 6.706], [-4.337, 1.482, 7.362], [-1.311, -1.489, 4.482], [-2.899, -1.154, 3.701], [-1.370, -2.070, 2.167], [0.987, -2.097, -3.060], [2.068, 1.017, -1.796], [0.491, 1.359, -2.500], [1.594, 2.230, -4.566], [3.176, 1.890, -3.865], [3.704, 0.388, -5.787], [3.318, 2.019, -6.338], [2.123, 0.730, -6.488]],
  "forces_ev_per_a": [[-0.048, 0.160, 0.186], [-0.008, -0.296, -0.124], [0.002, 0.411, 0.193], [-0.013, -0.103, -0.046], [0.005, -0.106, -0.037], [0.066, -0.259, -0.275], [-0.015, -0.422, -0.163], [0.116, 0.548, 0.008], [0.001, -0.558, -0.281], [0.005, 0.384, 0.180], [-0.088, -0.275, 0.070], [0.130, 0.970, 0.162], [-0.030, -0.131, 0.007], [0.188, 0.070, -0.378], [-0.071, -0.094, 0.110], [-0.128, -0.281, 0.146], [-0.267, -0.397, 0.406], [0.045, 0.112, -0.048], [0.043, 0.248, 0.023], [0.098, 0.111, -0.112], [-0.180, -0.215, 0.020], [-0.495, 0.375, 0.197], [-0.199, -0.037, -0.549], [0.270, -0.292, -0.567], [-0.234, 0.443, 1.261], [0.579, -0.450, -0.349], [0.149, -0.097, 0.023], [-0.128, 0.070, -0.059], [0.169, 0.013, 0.031], [-0.061, -0.090, 0.091], [0.034, -0.011, -0.083], [-0.042, 0.091, 0.036], [0.032, 0.074, 0.068], [0.005, 0.067, 0.074], [-0.032, 0.075, 0.058], [0.092, -0.085, -0.049], [0.059, 0.030, -0.119], [-0.050, -0.054, -0.112]],
  "lowdin_charge": [-0.115, -0.274, -0.230, 0.121, 0.121, -0.153, -0.139, 0.070, -0.437, 0.117, 0.133, -0.177, 0.084, -0.282, -0.577, -0.032, -0.104, 0.110, 0.730, -0.054, -0.125, -0.335, 0.135, -0.044, 0.009, 0.068, 0.160, 0.139, 0.139, 0.125, 0.119, 0.134, 0.133, 0.110, 0.110, 0.072, 0.068, 0.072]
}

---

Number 1: calculated total energy -8371.3329 eV. Number 2: calculated total energy -25557.7847 eV. Number 3: calculated total energy -25335.6998 eV. Number 4: calculated total energy -10367.9544 eV. Number 5: calculated total energy -40422.9307 eV.